# 1
A single C4H5N3 molecule, computed with ωB97M-V with the def2-TZVPD basis set.

Output
* energy relative to the best compared isomer or geometry (same formula, charge and spin): 67.6 kcal/mol
* LUMO: -0.0053 Ha
* HOMO energy: -8.138 eV
* net charge: 0
* HOMO-LUMO gap: 8.0 eV

Geometry as XYZ:
```
12
Properties=species:S:1:pos:R:3:forces:R:3
C 0.513 1.294 0.702 -0.052 0.052 0.098
N 0.571 0.217 -0.328 0.130 0.020 -0.126
C -0.595 -0.702 -0.316 -0.048 -0.014 0.013
C -1.000 -1.133 -1.584 -0.227 -0.267 -0.823
N -1.295 -1.423 -2.675 0.261 0.282 0.963
C -0.798 -1.364 0.901 -0.090 -0.402 0.789
N -0.920 -1.849 1.955 0.122 0.462 -0.937
H -0.340 1.931 0.470 0.108 -0.091 0.039
H 1.448 1.858 0.690 -0.137 -0.073 -0.008
H 0.363 0.818 1.672 0.034 0.068 -0.129
H 1.461 -0.288 -0.228 -0.105 0.023 0.010
H 0.592 0.641 -1.259 0.003 -0.058 0.111
```
Forces are in eV/Å.

---

# 2
A molecular structure, C4H5N3, computed with ωB97M-V with the def2-TZVPD basis set.

Output
* energy relative to the best compared isomer or geometry (same formula, charge and spin): 99.6 kcal/mol
* LUMO: 0.0280 Ha
* HOMO energy: -9.765 eV
* net charge: 0
* HOMO-LUMO gap: 10.5 eV

Geometry as XYZ:
```
12
Properties=species:S:1:pos:R:3:forces:R:3
C 1.231 0.810 -0.006 -0.410 2.269 1.234
C 1.207 -0.733 -0.044 0.703 0.366 -0.578
C -2.212 -0.056 0.095 1.886 -0.686 -1.641
C -0.440 0.776 -0.405 3.912 -0.102 2.554
H 1.928 1.500 -0.646 -1.285 -1.737 1.216
H 1.391 0.969 1.151 -0.573 0.790 -2.404
H 1.405 -1.164 0.965 -0.710 0.311 -0.719
H 2.059 -1.179 -0.692 -2.392 0.248 0.132
H -3.152 -0.418 0.134 -3.718 0.452 0.561
N -0.288 -0.569 -0.345 1.140 -0.011 -1.449
N -1.460 -1.154 -0.135 0.206 0.869 1.413
N -1.668 1.217 -0.070 1.242 -2.770 -0.319
```
Forces are in eV/Å.

---

# 3
3 unconnected molecules or ions with the total composition C4H5N3, computed with ωB97M-V with the def2-TZVPD basis set.

Output
* energy relative to the best compared isomer or geometry (same formula, charge and spin): 156.0 kcal/mol
* LUMO: -0.0460 Ha
* HOMO energy: -9.570 eV
* net charge: 0
* HOMO-LUMO gap: 8.3 eV

Geometry as XYZ:
```
12
Properties=species:S:1:pos:R:3:forces:R:3
C -1.706 0.507 0.407 -0.233 -0.222 -0.103
N -0.156 -0.334 -0.722 0.314 -0.056 0.180
C 0.927 -0.756 -0.225 -0.262 0.196 -0.060
C 2.018 -1.311 -0.990 0.782 -0.381 -0.534
N 2.931 -1.734 -1.561 -0.954 0.380 0.521
C 0.904 1.357 1.699 -0.868 0.454 -0.680
N 0.097 1.747 0.925 0.932 -0.271 0.782
H -1.977 -0.539 0.495 0.021 0.138 -0.074
H -2.076 1.022 -0.470 0.141 -0.051 0.103
H -1.788 1.062 1.326 0.126 -0.116 -0.140
H -0.265 -0.405 -1.734 -0.023 -0.040 0.132
H 1.090 -0.616 0.851 0.024 -0.029 -0.126
```
Forces are in eV/Å.

---

# 4
A single C4H5N3 molecule, computed with ωB97M-V with the def2-TZVPD basis set.

Output
* energy relative to the best compared isomer or geometry (same formula, charge and spin): 77.5 kcal/mol
* LUMO: 0.0193 Ha
* SMILES: Nc1cncnc1
* HOMO energy: -8.036 eV
* net charge: 0
* HOMO-LUMO gap: 8.6 eV

Geometry as XYZ:
```
12
Properties=species:S:1:pos:R:3:forces:R:3
N 0.228 -0.121 1.818 0.738 -2.083 -3.094
C 0.017 -0.542 0.415 0.489 0.703 5.410
C -1.294 -0.314 0.048 1.394 1.948 -0.476
N -1.183 0.630 -0.869 -2.376 -0.599 -2.637
C -0.133 0.769 -1.655 -0.648 1.461 -0.762
N 1.065 0.211 -1.567 -0.826 -1.292 -0.058
C 1.134 -0.519 -0.475 0.070 -0.126 0.128
H -0.594 -0.003 2.413 1.063 -0.359 -0.018
H 1.216 -0.198 2.038 -0.688 0.092 1.172
H -2.211 -0.299 0.653 0.589 -0.600 -0.118
H -0.327 1.415 -2.480 0.325 0.784 -0.352
H 2.083 -1.028 -0.340 -0.129 0.071 0.805
```
Forces are in eV/Å.

---

# 5
A single C4H5N3 molecule, computed with ωB97M-V with the def2-TZVPD basis set.

Output
* energy relative to the best compared isomer or geometry (same formula, charge and spin): 46.2 kcal/mol
* LUMO: 0.0310 Ha
* HOMO energy: -9.730 eV
* net charge: 0
* HOMO-LUMO gap: 10.6 eV

Geometry as XYZ:
```
12
Properties=species:S:1:pos:R:3:forces:R:3
N 1.503 -0.633 0.604 0.207 -0.543 1.036
C 1.852 -1.143 1.606 -0.077 0.486 -0.907
C 0.702 -0.098 -0.463 -0.111 -0.068 -0.202
C -0.619 -0.900 -0.569 0.058 -0.160 -0.165
N -1.580 -0.175 0.264 0.186 0.357 0.044
C -1.060 0.967 0.471 -0.194 -0.082 -0.001
N 0.183 1.209 -0.118 -0.003 0.020 0.095
H 1.295 -0.082 -1.380 -0.067 -0.030 0.169
H -0.976 -0.905 -1.605 0.053 0.000 0.107
H -0.493 -1.932 -0.233 -0.016 0.188 -0.074
H -1.547 1.758 1.034 0.060 -0.089 -0.070
H 0.814 1.867 0.320 -0.096 -0.079 -0.030
```
Forces are in eV/Å.

---

# 6
A single C4H5N3 molecule, computed with ωB97M-V with the def2-TZVPD basis set.

Output
* energy relative to the best compared isomer or geometry (same formula, charge and spin): 75.4 kcal/mol
* LUMO: 0.0218 Ha
* HOMO energy: -8.837 eV
* net charge: 0
* HOMO-LUMO gap: 9.4 eV

Geometry as XYZ:
```
12
Properties=species:S:1:pos:R:3:forces:R:3
N 0.657 0.980 -1.958 0.127 -0.034 0.094
C 0.950 0.484 -0.781 -0.299 0.102 -0.400
C -0.276 -0.168 -0.152 0.003 0.080 0.086
N 0.077 -1.518 0.267 -0.022 0.069 0.380
C 0.044 -1.475 1.545 0.061 -0.247 -0.139
N -0.328 -0.247 2.158 -0.042 0.211 -0.406
C -0.527 0.532 1.158 -0.033 -0.066 0.264
H -0.252 0.909 -2.424 0.121 -0.036 0.152
H 1.376 1.451 -2.494 -0.112 -0.087 0.131
H -1.184 -0.198 -0.784 0.176 0.037 0.026
H 0.279 -2.323 2.181 -0.029 0.083 -0.134
H -0.816 1.572 1.285 0.048 -0.111 -0.053
```
Forces are in eV/Å.

---

# 7
A single C4H5N3 molecule, computed with ωB97M-V with the def2-TZVPD basis set.

Output
* energy relative to the best compared isomer or geometry (same formula, charge and spin): 30.3 kcal/mol
* LUMO (alpha / beta): 0.0452 / -0.0935 Ha
* HOMO energy (alpha / beta): -6.970 / -8.643 eV
* 2S+1: 3
* net charge: 0
* HOMO-LUMO gap (alpha / beta): 8.2 / 6.1 eV

Geometry as XYZ:
```
12
Properties=species:S:1:pos:R:3:forces:R:3
C 0.541 -1.244 0.911 0.690 2.544 -1.425
C 1.372 -0.227 0.345 -0.461 0.331 -0.274
C -0.726 -0.926 0.500 2.986 -0.905 0.938
C 0.632 0.670 -0.361 -0.903 -1.932 0.849
N -1.529 1.769 -1.436 -1.203 0.469 -0.352
N -1.714 0.763 -0.705 0.571 -0.085 0.086
N -0.622 0.158 -0.256 -1.641 0.070 -0.180
H 0.907 -1.772 1.713 0.255 -1.933 1.280
H 2.384 -0.045 0.349 2.257 -0.310 0.690
H -1.572 -1.415 0.767 -2.648 -0.873 0.335
H 0.691 1.599 -0.820 0.790 1.221 -0.787
H -2.437 2.050 -1.723 -0.693 1.402 -1.160
```
Forces are in eV/Å.

---

# 8
A single C4H5N3O molecule, computed with ωB97M-V with the def2-TZVPD basis set.

Output
* energy relative to the best compared isomer or geometry (same formula, charge and spin): 167.4 kcal/mol
* LUMO: 0.0162 Ha
* SMILES: C=CC1=NN=CNO1
* HOMO energy: -9.201 eV
* net charge: 0
* HOMO-LUMO gap: 9.6 eV

Geometry as XYZ:
```
13
Properties=species:S:1:pos:R:3:forces:R:3
C -1.255 1.907 -1.011 -1.467 3.509 -0.193
C -1.466 0.627 -0.841 -3.946 -1.588 1.813
C -0.435 -0.304 -0.438 2.598 4.856 0.690
C 1.512 -1.547 0.974 -1.808 -5.695 1.396
H -0.186 2.315 -1.077 -1.909 -0.440 0.064
H -2.252 2.676 -1.004 3.280 -2.170 -0.294
H -2.625 0.149 -0.526 3.617 1.504 -1.501
H 2.166 -2.278 1.692 -1.044 2.391 -2.020
H 2.345 0.089 1.031 2.109 1.888 -0.193
N -0.612 -1.445 -0.172 0.063 -7.659 1.994
N 0.573 -2.195 0.375 -0.524 -0.260 -0.525
N 1.434 -0.227 1.086 -1.754 0.840 0.544
O 0.804 0.234 -0.088 0.787 2.823 -1.776
```
Forces are in eV/Å.

---

# 9
2 unconnected molecules or ions with the total composition C4H5N3O, computed with ωB97M-V with the def2-TZVPD basis set.

Output
* energy relative to the best compared isomer or geometry (same formula, charge and spin): 110.5 kcal/mol
* LUMO (alpha / beta): -0.0372 / -0.0372 Ha
* SMILES: N#CC(N)=O.C=C=N
* HOMO energy (alpha / beta): -9.082 / -9.081 eV
* net charge: 0
* HOMO-LUMO gap (alpha / beta): 8.1 / 8.1 eV

Geometry as XYZ:
```
13
Properties=species:S:1:pos:R:3:forces:R:3
C 1.412 0.520 -1.174 -1.634 -0.925 0.029
C -1.004 -0.884 -0.215 -1.030 0.742 -1.762
C 0.803 0.663 0.014 4.233 2.602 1.838
N -0.761 -1.412 0.997 -0.469 0.625 0.047
N 0.905 1.026 1.223 -0.082 -1.815 -2.023
C -1.685 0.662 -0.253 0.260 -3.476 0.580
O -0.865 -1.433 -1.282 -0.242 0.622 1.185
N -2.596 1.363 -0.274 0.198 0.534 -0.081
H -0.907 -0.869 1.833 0.218 0.044 -0.124
H -0.155 -2.218 1.033 -0.180 0.007 -0.061
H 1.397 1.897 1.394 -1.080 0.752 -0.206
H 2.469 0.691 -1.283 0.370 -0.332 0.784
H 0.987 -0.007 -2.012 -0.563 0.620 -0.207
```
Forces are in eV/Å.

---

# 10
A molecular structure, C4H5N3O, computed with ωB97M-V with the def2-TZVPD basis set.

Output
* energy relative to the best compared isomer or geometry (same formula, charge and spin): 99.5 kcal/mol
* LUMO: 0.0317 Ha
* HOMO energy: -9.089 eV
* net charge: 0
* HOMO-LUMO gap: 10.0 eV

Geometry as XYZ:
```
13
Properties=species:S:1:pos:R:3:forces:R:3
C -1.155 0.218 -1.680 -0.426 1.307 -2.649
C 0.335 0.127 0.184 -2.036 1.910 -3.787
C 1.612 -1.099 1.100 -0.696 0.338 0.530
C 1.086 -0.367 2.105 0.000 1.346 0.701
H -2.548 -0.424 -2.978 0.786 3.387 2.472
H -0.273 -0.243 -2.229 -1.580 -0.363 0.495
H -1.550 1.157 -0.097 2.879 -0.142 0.509
H 2.363 -1.694 1.433 2.134 -2.584 -0.475
H 1.081 -0.231 3.309 0.318 -0.464 -3.633
N -2.397 0.434 -2.181 3.748 -4.035 0.266
N -0.581 0.889 -0.520 -5.482 -0.452 -3.154
N 1.098 -0.804 -0.232 1.261 -0.986 3.134
O 0.352 0.567 1.355 -0.907 0.738 5.591
```
Forces are in eV/Å.